C53H47GeIrN9O3S4 | the ωB97M-V functional and the def2-TZVPD basis

Multiplicity   5
Net charge   +3
HOMO (alpha / beta)   -13.773 / -14.218 eV
Orbital gap (alpha / beta)   5.578 / 3.654 eV

Geometry as XYZ:
```
118
Properties=species:S:1:pos:R:3:forces:R:3
Ir 0.1431 0.2801 0.1543 -0.45 0.61 -0.34
Ge -1.1707 2.5434 0.4821 0.14 -0.30 0.34
S -1.2030 -5.3731 -0.4702 0.34 -0.70 0.20
S 3.5727 4.8160 1.2983 -0.08 0.32 0.08
S -2.8824 -1.0071 0.0593 0.01 0.19 0.13
S 1.9942 1.8752 -3.8540 -0.02 0.04 -0.11
O -0.3511 -0.3366 2.5704 -0.11 -0.21 0.23
O -3.0098 -2.4222 -0.1220 -0.04 0.04 -0.07
O -2.7632 -0.4741 1.3916 -0.10 -0.12 -0.02
N 3.0349 0.2168 -1.9838 0.21 -0.18 0.06
N 1.1172 1.4647 -1.5110 0.04 0.40 -0.35
N -7.7535 1.6663 -1.8583 0.06 -0.09 0.08
N 0.9653 -1.7077 0.4912 0.50 -0.34 0.24
N -1.6228 -0.4039 -0.7731 -0.18 -0.64 -0.29
N 1.9510 0.7235 1.0777 0.78 -0.08 0.60
N -0.0354 -0.9795 -2.3144 0.13 -0.13 0.07
N -2.2883 -1.5413 -2.7553 -0.04 0.18 -0.01
N 0.2482 2.3603 -2.0716 0.16 0.01 -0.16
C 4.1340 -2.7060 2.2065 0.02 0.16 0.02
C 2.1799 -1.6575 1.1473 -0.73 -0.41 -0.39
C 0.3221 -1.5418 -3.4659 0.05 -0.01 -0.17
C -1.9119 -2.1003 -3.9014 -0.04 -0.03 0.02
C 2.2803 -4.0507 1.2398 -0.97 -0.16 -0.49
C -0.0843 -7.6151 0.1948 -0.99 0.04 -0.50
C 1.0125 -4.0991 0.5916 1.29 -0.33 0.69
C -0.0883 -1.4673 3.4021 -0.09 0.08 0.02
C 0.5496 2.6820 -3.2744 0.02 0.05 -0.14
C 0.4116 -2.8701 0.2435 0.11 0.69 0.04
C 0.8037 -6.6359 0.5967 -0.09 1.35 -0.16
C -6.6705 1.0389 -1.4307 -0.03 0.06 -0.03
C -4.9338 0.7837 0.2234 -0.04 0.00 -0.22
C 0.1363 5.0808 -0.3388 0.03 -0.02 0.04
C 2.0789 1.1016 -2.3227 -0.10 0.24 0.18
C -4.1476 2.9749 3.4887 -0.04 0.00 -0.04
C 5.3622 3.8008 2.8783 0.08 0.23 -0.02
C -0.2261 3.6388 -4.1157 0.00 0.02 -0.08
C 2.4559 1.9202 1.2989 -0.50 -0.45 -0.31
C 3.7097 2.1215 1.9149 0.94 -0.17 0.47
C -3.0986 4.2947 -0.7470 -0.04 -0.08 -0.02
C -1.2210 -7.0775 -0.4064 0.47 0.00 0.25
C 4.4376 0.9822 2.3418 -0.33 0.25 -0.16
C 4.6467 -1.4888 2.4778 -0.04 -0.11 -0.02
C -4.0256 4.7631 -1.6705 -0.02 0.04 0.03
C 0.4876 6.4125 -0.1682 0.06 0.00 0.00
C 4.7369 5.8328 2.0011 -0.27 -0.19 -0.20
C -0.7089 3.0154 -5.4257 -0.01 0.00 0.03
C -0.5931 -2.1299 -4.3190 0.09 0.04 0.04
C -4.3775 -0.2389 -0.5676 0.06 -0.01 0.03
C 0.2070 6.1752 2.1985 0.11 -0.02 0.07
C -4.9940 -0.6699 -1.7592 -0.04 -0.09 0.05
C -3.5013 2.5995 4.6558 -0.04 0.01 0.03
C -0.2064 4.2708 0.7487 0.12 -0.11 -0.14
C -6.0563 1.4293 -0.1989 0.00 -0.05 -0.03
C 5.6297 5.1552 2.8283 0.01 -0.28 0.08
C -2.8491 2.2806 -2.0104 -0.03 0.04 0.00
C -6.1219 -0.0428 -2.1931 0.03 0.00 0.05
C 2.6963 -0.3960 1.4468 -0.29 0.79 -0.09
C -2.5000 3.0405 -0.8946 0.05 -0.07 -0.03
C 3.9426 -0.2865 2.1042 0.05 0.18 0.03
C 0.5167 6.9672 1.1042 0.07 0.01 -0.02
C -4.3684 3.9873 -2.7691 -0.01 -0.01 -0.01
C -2.1776 2.1899 4.6020 0.05 -0.03 0.01
C -1.5131 2.1375 3.3846 -0.11 0.17 -0.01
C -2.1562 2.4872 2.1955 -0.03 -0.13 -0.12
C 2.8693 -2.8346 1.5285 -0.13 0.31 -0.08
C 0.3537 -5.3264 0.3030 0.05 -1.10 0.11
C 4.2457 3.4321 2.0926 -0.10 -0.23 -0.04
C -3.7750 2.7428 -2.9373 0.00 -0.01 0.01
C -0.1472 4.8429 2.0234 0.06 -0.01 -0.04
C -3.4813 2.9170 2.2706 0.10 0.01 0.20
C -1.3294 -1.0064 -2.0097 -0.13 0.05 0.34
H -8.2236 1.3883 -2.7078 -0.01 0.00 -0.05
H 0.7659 8.0115 1.2390 -0.02 0.02 0.00
H 6.4286 5.6430 3.3645 0.02 0.03 0.01
H -4.0209 2.6420 5.6033 0.00 0.01 0.01
H -0.3572 -2.4060 2.9102 -0.02 -0.02 0.01
H 5.5987 -1.3932 2.9832 0.00 0.02 0.01
H -2.3751 1.3256 -2.1813 0.00 0.01 0.00
H -0.4267 4.2695 2.8964 -0.02 0.00 0.00
H -5.0702 4.3638 -3.5022 -0.02 0.00 0.00
H 5.9337 3.1067 3.4737 0.00 -0.05 0.03
H -0.6475 -1.3822 4.3335 0.01 -0.05 0.03
H 0.3972 4.5105 -4.3296 0.01 0.01 0.02
H -4.0144 2.1408 -3.8065 0.00 -0.01 -0.01
H -0.4753 1.8326 3.3683 0.00 0.01 0.02
H 0.0747 -8.6740 0.3309 -0.06 0.00 -0.03
H 0.7098 7.0259 -1.0317 0.02 0.01 -0.02
H -1.3156 -0.2738 2.4310 0.16 -0.01 0.08
H -1.2210 3.7641 -6.0264 -0.02 0.00 -0.01
H -0.5633 -2.8517 -0.2326 0.04 0.01 -0.02
H -1.4043 2.1981 -5.2304 0.01 -0.02 0.00
H -6.4916 2.2272 0.3894 -0.02 0.02 -0.02
H -2.8359 4.9253 0.0951 0.01 0.02 0.00
H -1.6580 1.9216 5.5131 0.00 -0.01 0.02
H -6.6159 -0.3598 -3.1024 -0.03 0.03 -0.01
H -4.4570 1.0545 1.1501 0.05 -0.01 0.10
H 0.9748 -1.4707 3.6340 0.02 -0.01 0.04
H 0.0823 4.6847 -1.3411 -0.04 -0.05 -0.08
H -5.1705 3.3275 3.5279 -0.02 0.00 0.02
H -0.2973 -2.5833 -5.2526 0.00 -0.01 0.01
H -4.5652 -1.4905 -2.3129 0.02 0.01 0.04
H 0.2165 6.5975 3.1949 -0.01 0.02 0.02
H 1.3799 -1.5246 -3.7062 -0.01 0.01 0.00
H -2.0658 -7.6200 -0.8034 0.02 0.01 0.01
H -8.1684 2.4171 -1.3251 -0.02 0.04 0.01
H -4.4673 5.7422 -1.5375 0.00 0.01 -0.01
H 5.3987 1.0892 2.8252 0.02 0.03 0.01
H 3.7274 -0.0699 -2.6533 -0.01 -0.02 0.02
H 1.8449 2.7622 0.9918 -0.07 0.03 -0.02
H -2.6975 -2.5438 -4.5020 -0.02 0.01 -0.02
H 4.6626 -3.6052 2.4944 0.00 -0.01 0.00
H 2.7888 -4.9617 1.5272 -0.07 0.00 -0.04
H 4.7290 6.8894 1.7811 0.01 0.04 -0.01
H -4.0019 3.2366 1.3777 -0.01 0.03 -0.04
H 2.8789 -0.3750 -1.1838 0.00 -0.02 -0.10
H 0.1201 2.6277 -6.0197 0.00 0.01 -0.01
H -1.0748 3.9735 -3.5164 0.03 0.01 0.03
H 1.7443 -6.8579 1.0765 0.03 0.06 0.04
```
Positions in Å, forces in eV/Å.

C53H48BiF5N8O2SSi | the ωB97M-V functional and the def2-TZVPD basis

Energy above the lowest of the compared OMol25 structures with the same formula, charge and spin   66.28 kJ/mol
HOMO   -7.216 eV
Orbital gap   6.950 eV

Geometry as XYZ:
```
119
Properties=species:S:1:pos:R:3:forces:R:3
Bi -0.8432 0.3688 -0.0668 -0.75 0.01 -0.01
S -1.2200 2.5363 1.4203 -0.11 -0.03 -0.06
Si -2.5101 -0.1337 -3.0345 0.09 0.17 -0.05
F 0.2786 5.8695 -2.1888 0.00 -0.01 -0.08
F 2.0305 7.0731 -0.5033 0.13 0.15 -0.07
F -1.1190 3.7492 -1.3895 -0.09 0.12 -0.07
F 0.9106 4.0504 2.8621 0.01 -0.13 0.11
F 2.3573 6.1084 2.0101 0.02 0.04 0.05
O -2.8366 -0.3750 0.8109 0.21 0.31 -0.04
O -0.2016 -2.6226 -0.0638 -0.03 -0.07 -0.16
N 4.7332 -0.0650 3.4625 0.24 0.30 0.34
N 3.9464 1.4382 1.8023 0.07 0.29 0.05
N -0.7702 -1.2386 2.0904 0.51 -0.30 -0.24
N 2.1215 1.4575 0.5720 0.06 0.09 -0.16
N 4.5273 -1.5156 5.0345 0.05 0.08 -0.22
N 0.2942 -0.0414 -2.5847 0.22 0.08 0.04
N 4.4201 -0.2673 4.7700 0.13 -0.44 -0.36
N -1.1765 -0.7799 3.1803 -0.15 -0.04 0.54
C 0.4338 5.4090 -0.9453 -0.02 -0.02 -0.14
C 1.8233 0.9134 3.0135 0.01 0.02 -0.12
C -0.7244 -0.7358 -3.3965 0.17 0.13 0.00
C -3.1867 0.0032 2.0016 0.15 -0.22 0.46
C 4.9357 -2.1736 3.8833 0.37 0.13 0.31
C 5.4597 -1.5891 1.5674 0.01 -0.04 -0.09
C -3.3412 -2.7495 -3.6792 0.00 0.00 0.08
C -3.5316 1.9370 6.7089 -0.03 0.01 0.00
C 1.4283 1.3483 -4.3478 0.05 -0.04 0.05
C -3.4761 -1.7132 -2.7429 -0.07 -0.12 0.06
C -2.7503 0.5595 4.3893 0.12 -0.08 -0.25
C 0.3574 -2.0904 2.1721 0.03 -0.15 -0.06
C -4.3718 0.1962 -5.1940 0.04 0.06 -0.01
C -4.8083 -4.1612 -2.4010 0.03 0.06 0.01
C 1.1447 -2.3055 3.3012 -0.07 0.00 -0.01
C -2.6100 1.8155 -5.1392 0.00 -0.03 -0.01
C 2.5569 -3.8043 2.0577 -0.30 -0.12 -0.10
C 0.6514 -2.7965 1.0001 -0.09 -0.02 -0.11
C 3.2126 1.7698 -0.2194 -0.13 -0.02 0.07
C -1.8801 0.6618 5.4933 0.02 0.00 0.07
C -2.3443 -0.0685 3.1480 -0.52 0.40 -0.12
C 2.2447 -3.1468 3.2432 -0.23 -0.14 0.00
C 1.7504 -3.6402 0.9387 0.04 -0.04 0.01
C -4.9110 0.8191 -6.3149 0.04 0.01 0.02
C 0.6063 1.3182 -3.0610 -0.03 -0.14 -0.01
C -4.9572 -3.1475 -1.4643 0.01 0.00 -0.03
C 2.7093 0.5287 -4.1879 -0.11 -0.07 0.02
C 5.0801 -1.2390 2.8675 -0.16 0.03 -0.02
C -4.5336 0.4688 2.1972 0.12 0.05 -0.06
C 4.8166 1.2779 2.9451 -0.27 -0.26 -0.18
C -0.6365 -3.8076 -0.7379 0.09 0.11 0.03
C 5.7198 -2.9241 1.3527 0.03 0.07 0.03
C 1.4784 5.5357 1.1851 0.06 -0.01 0.11
C 1.5458 -0.8067 -2.4134 -0.09 0.15 -0.11
C -0.2915 4.3187 -0.5092 0.05 -0.02 0.04
C 4.3486 1.7685 0.5220 -0.02 -0.11 0.07
C -3.1412 2.4411 -6.2583 -0.01 -0.02 0.01
C -4.4013 1.8249 5.6554 -0.03 -0.02 0.02
C -4.9196 1.0253 3.3665 -0.01 0.03 0.17
C -2.4086 1.0478 -1.6031 0.12 -0.22 -0.17
C -4.2964 1.9425 -6.8491 0.03 -0.02 0.04
C -0.1881 3.8123 0.7785 0.02 -0.15 0.10
C -4.3007 -1.9321 -1.6369 0.07 0.01 -0.01
C 1.3243 6.0249 -0.0941 0.04 0.03 -0.02
C -3.9998 -3.9600 -3.5154 0.00 0.03 0.00
C -4.0279 1.1396 4.4829 -0.11 0.03 -0.10
C 2.3808 -0.8798 -3.6890 -0.02 0.09 0.00
C -2.2627 1.3404 6.6246 0.03 -0.03 -0.02
C 2.5880 1.2782 1.7884 0.12 -0.12 -0.10
C 5.2011 -3.5261 3.6527 0.47 -0.07 0.00
C 5.5978 -3.8824 2.3824 0.31 0.11 0.29
C -3.2099 0.6798 -4.5824 -0.14 -0.01 -0.08
C 0.7292 4.4557 1.6048 -0.02 -0.03 0.03
H 4.5542 1.9430 3.7616 -0.09 0.06 0.08
H 3.2951 -1.4424 -3.4869 0.01 -0.02 -0.03
H -3.3498 1.1932 -1.0699 0.12 -0.04 0.00
H -2.0706 2.0218 -1.9726 -0.15 -0.29 0.05
H 5.8190 -4.9203 2.1624 -0.02 0.05 0.00
H 1.1670 1.8252 -2.2639 -0.06 -0.03 -0.02
H 2.0659 1.5811 3.8406 0.00 0.05 0.02
H -4.8674 -0.6796 -4.7872 0.02 0.06 -0.03
H -2.7109 -2.6069 -4.5553 -0.05 -0.02 0.05
H 0.8663 -1.8053 4.2207 0.04 -0.02 -0.02
H 1.8271 -1.4244 -4.4605 0.03 -0.02 0.01
H 6.0189 -3.2523 0.3645 -0.01 0.01 0.03
H -2.6575 3.3201 -6.6682 -0.01 -0.03 0.02
H 1.2930 -1.8014 -2.0497 -0.07 -0.05 0.04
H -0.3268 1.8669 -3.1937 0.03 -0.02 0.05
H 0.7562 0.9904 2.8154 0.06 0.06 0.00
H -1.5751 1.4257 7.4588 -0.03 -0.02 -0.05
H 5.5252 -0.8601 0.7680 0.01 -0.05 0.06
H -4.4050 -1.1566 -0.8860 0.02 -0.06 -0.02
H 2.0578 -0.1064 3.3257 -0.01 0.18 -0.05
H 5.0951 -4.2550 4.4482 0.01 0.04 -0.06
H -0.5073 -0.6956 -4.4737 0.02 -0.01 0.04
H -5.9287 1.4130 3.4743 0.07 -0.01 -0.01
H 0.8356 0.9485 -5.1759 0.00 0.02 0.00
H -3.8174 2.4852 7.5980 0.01 -0.04 -0.01
H 3.3649 1.0188 -3.4594 0.02 0.01 -0.01
H 5.3804 1.9654 0.2726 -0.10 -0.02 0.05
H -5.3205 -5.1062 -2.2662 0.01 0.02 0.00
H -0.6919 -1.7951 -3.1203 0.01 0.04 0.02
H 5.8291 1.4928 2.6174 0.14 0.05 -0.02
H 3.4225 -4.4545 2.0053 -0.40 0.07 -0.02
H 0.0788 -4.1129 -1.5058 0.02 0.01 -0.01
H -5.3895 2.2701 5.7076 0.04 -0.01 -0.01
H -5.2116 0.4007 1.3536 0.08 0.04 0.01
H 2.8604 -3.2913 4.1227 -0.41 -0.04 -0.11
H 1.9694 -4.1718 0.0184 -0.02 0.03 0.07
H 3.1180 1.9712 -1.2759 -0.02 0.03 0.11
H 1.6608 2.3868 -4.5957 -0.02 -0.01 -0.02
H -3.8869 -4.7449 -4.2548 0.00 0.03 0.04
H -0.7691 -4.6242 -0.0283 -0.01 -0.01 0.05
H -5.8129 0.4273 -6.7708 0.03 0.01 0.03
H -0.8996 0.2081 5.4275 -0.04 0.05 0.01
H -5.5814 -3.3034 -0.5919 0.02 0.01 -0.04
H -1.7111 2.2324 -4.6921 -0.07 -0.02 -0.04
H -1.5925 -3.5765 -1.2065 0.01 0.06 0.00
H 2.1292 -0.3136 -1.6257 -0.07 -0.03 -0.02
H -4.7157 2.4316 -7.7199 0.01 -0.01 0.02
H 3.2528 0.4868 -5.1323 0.05 0.01 -0.01
```
Positions in Å, forces in eV/Å.